# C4H11O4

A 3-piece molecular cluster, C4H11O4 overall (wB97M-V/def2-TZVPD, the Open Molecules 2025 dataset).

Last columns: bonded neighbours and bond lengths (Å).
Atoms and positions in Å:
1 O 0.1044 1.6200 -0.1366  C9 1.374
2 H -0.4322 -0.8475 -2.0208  C3 1.096
3 C -0.0946 -0.5966 -1.0092  H2 1.096, C9 1.558, H15 1.099, C17 1.528
4 O -0.6719 3.8821 0.8557  H11 0.966, H19 1.029
5 H -1.0142 -2.1529 0.2729  C17 1.096
6 H -1.3431 0.2147 0.5073  C9 1.110
7 H 0.6677 1.2467 2.4674  O10 0.972
8 O -0.0599 -4.1710 -0.7994  C12 1.213
9 C -0.8173 0.6300 -0.3776  O1 1.374, C3 1.558, H6 1.110, H13 1.110
10 O 1.2905 0.7090 1.9504  H7 0.972, H16 1.044
11 H 0.1973 4.2376 1.0816  O4 0.966
12 C 0.4550 -3.0778 -0.9072  O8 1.213, C17 1.491, H18 1.088
13 H -1.6380 0.9401 -1.0583  C9 1.110
14 H 0.6039 -1.6506 0.6760  C17 1.104
15 H 0.9388 -0.2493 -1.1471  C3 1.099
16 H 0.9069 1.0237 1.0319  O10 1.044
17 C -0.0541 -1.8795 -0.1800  C3 1.528, H5 1.096, C12 1.491, H14 1.104
18 H 1.3389 -2.9339 -1.5258  C12 1.088
19 H -0.3783 3.0551 0.3189  O4 1.029

Calculated values
E_tot (eV): -12517.0034
Charge: -1
LUMO level (eV): 3.635
Relative energy (zero: lowest compared OMol25 entry of this formula, charge and spin) (eV): 1.605

Löwdin atomic charge list, values in e, 4 entries:
1 O -0.328
2 H 0.095
3 C -0.200
4 O -0.168